Entry 1:
49
Properties=species:S:1:pos:R:3 method="wB97M-V/def2-TZVPD" charge=-1 orbital_gap_ha="0.22065 / 0.24220" homo_energy_ha="-0.1900 / -0.2178" relative_energy_kj_mol=76.65 multiplicity=2 total_energy_ha=-5899.73634 s_squared=0.76
Sb 0.694 1.393 -5.007
Pd 0.557 0.033 -2.064
Br -5.979 -0.128 0.662
S 0.229 2.228 -2.858
S 2.263 2.537 -6.153
S -0.049 1.492 1.153
S 1.283 -0.722 -4.142
O -1.435 1.294 0.841
O -0.075 -2.941 -2.606
O -1.843 0.121 -4.268
O -1.375 -0.331 -2.105
O 0.939 -1.773 -1.155
O 0.421 2.815 1.481
N 2.407 0.553 -1.495
N 0.797 0.831 -0.036
N 0.509 -2.949 -1.560
N -5.872 -0.549 -3.420
C 3.624 0.626 -2.026
C -4.573 -0.441 -3.690
C 4.388 1.693 -0.038
C -2.155 -0.136 -3.114
C 3.123 1.633 0.501
C 0.642 -1.754 3.419
C -3.988 -0.158 -1.387
C -3.601 -0.255 -2.717
C 0.939 -1.222 4.673
C 2.118 1.041 -0.274
C -5.339 -0.258 -1.117
C 0.939 0.160 4.829
C 0.653 0.999 3.762
C 4.658 1.188 -1.315
C 0.356 0.446 2.526
C -6.243 -0.457 -2.148
C 0.351 -0.930 2.345
C 1.280 -2.123 5.830
H 0.814 -1.773 6.752
H 2.359 -2.148 5.996
H -7.303 -0.541 -1.935
H 5.645 1.243 -1.748
H -3.250 0.003 -0.611
H 0.642 -2.828 3.281
H 0.949 -3.144 5.645
H 5.185 2.149 0.537
H -4.273 -0.506 -4.729
H 1.166 0.587 5.799
H 3.736 0.225 -3.025
H 0.657 2.075 3.874
H 0.139 -1.345 1.365
H 2.888 2.047 1.470



Entry 2:
14
Properties=species:S:1:pos:R:3 method="wB97M-V/def2-TZVPD" orbital_gap_ha="0.29089 / 0.28893" homo_energy_ha="-0.3266 / -0.3227" relative_energy_kj_mol=491.67 total_energy_ha=-324.53720
O -1.612 1.395 1.394
N -0.099 -0.701 -1.060
C 0.682 -1.043 1.257
C -1.333 -0.087 -0.557
C -0.916 0.700 0.702
C 0.938 0.299 -0.669
C 0.583 0.410 0.815
H 0.776 1.214 -1.256
H 1.951 -0.062 -0.860
H -2.099 -0.833 -0.337
H -1.721 0.603 -1.314
H 1.679 -1.379 0.887
H 0.044 -1.563 -0.511
H 1.116 1.089 1.490



Entry 3:
146
Properties=species:S:1:pos:R:3 method="wB97M-V/def2-TZVPD" charge=+1 orbital_gap_ha=0.27042 homo_energy_ha=-0.3866 total_energy_ha=-4275.24782
Cl 1.352 -3.206 6.362
P -0.464 1.487 2.343
F -7.610 -3.034 5.583
F -6.083 -1.449 5.549
F -3.210 -3.110 1.140
F -4.120 -1.935 -0.458
F -8.108 -0.956 5.006
O -4.992 0.729 -0.303
N -2.539 -1.336 2.688
N 18.106 0.940 -0.532
N -0.345 -1.677 -7.744
N -12.427 -1.493 7.650
N -1.460 4.387 -4.933
N -4.112 2.703 4.617
N 12.729 2.462 -0.289
N -1.076 -2.518 -5.900
N -1.681 -0.426 -1.774
N 7.950 4.238 -3.117
N 1.710 0.637 -1.942
N -2.212 -5.280 -10.878
N 7.514 1.069 2.418
N 3.371 -0.241 2.846
N 2.948 5.876 -1.497
N 1.461 -5.239 0.629
C -0.598 -1.717 4.071
C 0.503 2.489 1.123
C -7.646 -3.056 1.295
C -2.302 -4.939 -9.799
C -3.985 -1.968 0.894
C -1.656 0.321 -2.879
C 0.350 -5.228 0.859
C -0.095 -0.967 -8.605
C 8.963 4.091 -2.639
C -2.246 -3.678 -3.870
C -2.800 3.870 -7.109
C -3.886 0.527 1.942
C 0.227 -0.048 -9.712
C -2.419 -4.494 -8.401
C 5.006 -2.069 1.963
C 10.276 3.901 -2.021
C 2.370 5.653 -2.449
C -3.151 -0.759 1.444
C 15.805 2.124 -0.857
C -1.275 -1.115 2.840
C 17.104 1.456 -0.673
C 1.869 0.660 -4.539
C 11.017 1.143 1.178
C -6.286 2.366 6.020
C -2.043 4.162 -5.881
C 1.793 0.647 -3.074
C -9.973 -2.322 7.359
C -6.932 -2.243 3.451
C 5.677 2.917 2.553
C -2.055 1.663 -0.550
C -11.358 -1.854 7.523
C -5.128 0.963 1.094
C -7.942 -2.810 2.651
C 1.470 -1.629 5.502
C -1.587 -3.034 -5.017
C 1.619 5.363 -3.682
C -1.091 -5.213 1.160
C 4.078 -1.043 2.459
C -0.692 -0.264 1.669
C -5.059 2.556 5.228
C 0.966 -1.791 4.036
C -1.847 -0.550 0.648
C 6.722 1.884 2.475
C -6.373 -2.787 0.751
C -5.341 -2.218 1.559
C -7.178 -1.946 4.939
C -1.840 1.715 -2.970
C -1.874 0.272 -0.666
C 0.444 1.533 3.964
C -5.668 -1.946 2.897
C 11.951 1.909 0.329
C -2.053 2.416 -1.758
H -0.992 -2.758 4.140
H 6.128 3.883 2.774
H -8.456 -3.468 0.676
H 5.652 -1.642 1.198
H -0.991 -1.171 4.954
H -1.542 -3.757 -3.043
H -5.333 2.030 1.306
H 4.445 -2.899 1.535
H 5.620 -2.438 2.783
H -1.492 -6.224 1.116
H 10.149 1.749 1.434
H -0.206 3.226 0.692
H -2.238 3.178 -7.733
H 0.475 2.602 4.262
H 0.181 -0.583 -10.659
H 2.541 1.447 -4.864
H 15.684 2.420 -1.897
H 14.999 1.448 -0.585
H -7.062 1.922 5.399
H -2.778 -3.467 -8.368
H -2.208 3.504 -1.766
H 10.854 4.820 -2.103
H -9.291 -1.646 7.873
H -4.239 0.354 2.978
H -1.586 -1.574 0.291
H 10.683 0.249 0.655
H 0.253 -0.713 1.289
H 10.166 3.647 -0.970
H 1.490 1.175 3.933
H 1.450 6.283 -4.238
H -2.972 4.791 -7.664
H 1.298 3.106 1.591
H 1.310 -2.774 3.663
H -6.635 3.326 6.395
H -0.091 1.002 4.777
H -9.717 -2.350 6.305
H 4.968 2.665 3.340
H -3.759 3.423 -6.854
H -6.152 -2.997 -0.305
H -1.255 -4.809 2.158
H -2.186 2.219 0.382
H -5.997 0.381 1.478
H 10.811 3.099 -2.526
H -3.121 -5.134 -7.867
H 0.794 -0.917 6.008
H -2.584 -4.677 -4.142
H -4.945 -1.483 3.576
H 2.478 -1.175 5.546
H -9.867 -3.321 7.778
H 0.878 0.837 -4.957
H -2.973 -1.915 3.400
H -5.716 0.145 -0.552
H -1.463 -0.209 -3.830
H -6.083 1.707 6.862
H -1.448 -4.545 -7.913
H 1.230 0.354 -9.578
H 2.242 -0.298 -4.898
H 5.148 2.980 1.602
H 0.657 4.917 -3.433
H -1.612 -4.592 0.436
H 15.752 3.010 -0.227
H 0.882 1.866 0.273
H -0.487 0.774 -9.732
H -3.221 1.409 2.013
H -8.907 -3.022 3.127
H -1.817 2.192 -3.969
H 1.399 -1.007 3.370
H 2.183 4.669 -4.304
H -3.101 -3.082 -3.553
H 11.529 0.850 2.093